1.
Below is a 2-piece molecular cluster, C6H10O2S overall, with properties calculated with wB97M-V/def2-TZVPD.

Bonds (Å) are listed after each position.
Cartesian coordinates (Å):
1 C 1.1851 -1.3530 -0.1354  C2 1.283, O7 1.155
2 C 1.6455 -0.1640 0.0047  C1 1.283, C4 1.490, H10 1.067
3 C -0.8925 1.1413 0.7295  C6 1.445, O8 1.274
4 C 2.7398 0.0389 0.9953  C2 1.490, H11 1.053, H12 1.096, H13 1.134
5 C -1.2885 0.5276 -1.6702  C6 1.461, H14 1.068, H15 1.082, H16 1.111
6 C -1.7811 0.6546 -0.3011  C3 1.445, C5 1.461, S9 1.846, H17 1.155
7 O 0.5126 -2.2857 -0.2493  C1 1.155
8 O -0.9290 0.5188 1.8401  C3 1.274, H18 1.012
9 S -2.6461 -0.9084 0.1639  C6 1.846, H19 1.273
10 H 1.4684 0.3931 -0.8885  C2 1.067
11 H 2.5688 0.9198 1.5463  C4 1.053
12 H 2.6059 -0.7921 1.6970  C4 1.096
13 H 3.7617 -0.1032 0.5246  C4 1.134
14 H -2.0230 0.5002 -2.4457  C5 1.068
15 H -0.5556 -0.2494 -1.8460  C5 1.082
16 H -0.8154 1.5191 -1.8362  C5 1.111
17 H -2.5312 1.5247 -0.1800  C6 1.155
18 H -1.4777 -0.3306 1.8782  O8 1.012
19 H -1.5476 -1.5516 0.1728  S9 1.273

Summary:
Highest occupied orbital energy ... -8.231 eV
LUMO ... 0.57 eV
Net charge ... 0

---

2.
Below is the molecule C6H10O2S, with properties calculated with wB97M-V/def2-TZVPD.

Bonds (Å) are listed after each position.
Cartesian coordinates (Å):
1 C -1.5315 2.5700 -0.9963  C2 1.288, H10 0.902, H11 1.150
2 C -0.3714 2.1322 -1.3456  C1 1.288, C3 1.517, H12 0.951
3 C 0.3971 1.0892 -0.5570  C2 1.517, S4 1.878, H13 1.182, H14 1.228
4 S -0.3036 -0.6105 -0.9408  C3 1.878, O5 1.420, O6 1.490, C7 1.755
5 O -0.0366 -0.8449 -2.3158  S4 1.420
6 O -1.6644 -0.6823 -0.3383  S4 1.490
7 C 0.7162 -1.6682 0.0191  S4 1.755, C8 1.508, H15 1.284, H16 0.963
8 C 0.8722 -1.3723 1.4896  C7 1.508, C9 1.272, H17 1.193
9 C 0.2272 -1.8963 2.4528  C8 1.272, H18 0.949, H19 1.221
10 H -1.9972 2.2232 -0.3057  C1 0.902
11 H -1.9897 3.3545 -1.7013  C1 1.150
12 H 0.1242 2.5408 -2.0466  C2 0.951
13 H 0.2079 1.2762 0.5944  C3 1.182
14 H 1.5540 0.9748 -0.9540  C3 1.228
15 H 1.8336 -1.7867 -0.6032  C7 1.284
16 H 0.3246 -2.5370 -0.1192  C7 0.963
17 H 1.5753 -0.4696 1.8289  C8 1.193
18 H -0.3099 -2.6354 2.1971  C9 0.949
19 H 0.3718 -1.6575 3.6419  C9 1.221

Summary:
SMILES ... C=CCS(=O)(=O)CC=C
Highest occupied orbital energy ... -9.883 eV
LUMO ... 0.64 eV
Net charge ... 0

---

It turns out 1 is the most stable, with the second structure 134.3 kJ/mol higher.

---

1.
Below is the molecule CH2N2O2, with properties calculated with wB97M-V/def2-TZVPD.

Bonds (Å) are listed after each position.
Cartesian coordinates (Å):
1 O -1.8303 0.2612 -2.0907  C2 1.175
2 C -1.0572 -0.2283 -1.3542  O1 1.175, N3 1.365, N4 1.388
3 N 0.1567 -0.8289 -1.1871  C2 1.365, N4 1.475, H6 1.113
4 N -0.7487 -0.5833 -0.0488  C2 1.388, N3 1.475, O5 1.403
5 O -0.4028 0.4660 0.8154  N4 1.403, H7 0.968
6 H 0.9797 -0.1104 -1.3989  N3 1.113
7 H -0.4000 0.0655 1.6970  O5 0.968

Summary:
SMILES ... O=C1NN1O
Highest occupied orbital energy ... -9.865 eV
LUMO ... 0.66 eV
Net charge ... 0

---

2.
Below is a 2-piece molecular cluster, CH2N2O2 overall, with properties calculated with wB97M-V/def2-TZVPD.

Bonds (Å) are listed after each position.
Cartesian coordinates (Å):
1 O -2.0511 3.5878 1.7150  C2 1.172
2 C -2.6286 2.6155 1.4070  O1 1.172, N3 1.281, N4 1.448
3 N -3.5878 1.7867 1.2197  C2 1.281, N4 1.321
4 N -2.4455 1.3553 0.7167  C2 1.448, N3 1.321, O5 1.194
5 O -2.0142 0.3341 0.2724  N4 1.194
6 H -1.2964 -1.2207 0.7579  H7 0.749
7 H -1.1076 -1.9029 1.0017  H6 0.749

Summary:
SMILES ... O=c1n[n+]1[O-].[H][H]
Highest occupied orbital energy ... -10.889 eV
LUMO ... -0.81 eV
Net charge ... 0

---

It turns out 1 is the most stable, with the second structure 154.3 kJ/mol higher.

---

1.
Below is the molecule C2H5N3S2, with properties calculated with wB97M-V/def2-TZVPD.

Bonds (Å) are listed after each position.
Cartesian coordinates (Å):
1 N -1.4935 -0.6304 -1.5599  N2 1.324, H8 1.046, H9 0.976
2 N -1.9087 0.1072 -0.5411  N1 1.324, C3 1.265
3 C -1.0309 0.3801 0.3282  N2 1.265, N4 1.428, C5 1.527
4 N -1.3016 0.9662 1.6021  C3 1.428, H10 1.166, H11 1.021
5 C 0.4369 -0.0383 0.2697  C3 1.527, S6 1.598, S7 1.765
6 S 0.9844 -1.5106 0.5643  C5 1.598
7 S 1.4820 1.1339 -0.5359  C5 1.765, H12 1.348
8 H -0.7693 -1.3839 -1.5065  N1 1.046
9 H -2.2622 -1.0439 -1.9957  N1 0.976
10 H -0.3874 1.3472 2.2180  N4 1.166
11 H -2.1209 1.5725 1.5459  N4 1.021
12 H 2.5670 0.3833 -0.8117  S7 1.348

Summary:
SMILES ... N/N=C(/N)C(=S)S
Highest occupied orbital energy ... -8.079 eV
LUMO ... -0.63 eV
Net charge ... 0

---

2.
Below is the molecule C2H5N3S2, with properties calculated with wB97M-V/def2-TZVPD.

Bonds (Å) are listed after each position.
Cartesian coordinates (Å):
1 N 0.8391 1.3583 -0.3852  N2 1.457, H8 1.117, H9 0.969
2 N 1.6652 0.4192 -1.1327  N1 1.457, C3 1.265
3 C 1.0980 -0.6930 -0.9293  N2 1.265, N4 1.472, H10 1.035
4 N -0.0625 -0.8540 -0.0383  C3 1.472, S5 1.707, H11 1.145
5 S -1.6786 -0.7524 -0.5790  N4 1.707, C6 1.671
6 C -2.0169 0.1664 0.7745  S5 1.671, S7 1.769, H12 1.262
7 S -0.8780 0.6170 2.0507  C6 1.769
8 H 1.0777 0.8951 0.6024  N1 1.117
9 H 1.5525 2.0142 -0.3728  N1 0.969
10 H 1.4701 -1.5795 -1.3135  C3 1.035
11 H 0.1799 -1.9156 0.3148  N4 1.145
12 H -3.2466 0.3243 1.0084  C6 1.262

Summary:
SMILES ... N/N=C\NSC=S
Highest occupied orbital energy ... -8.193 eV
LUMO ... -0.44 eV
Net charge ... 0

---

It turns out 1 is the most stable, with the second structure 246.0 kJ/mol higher.

---

1.
Below is an isolated ion of composition C4H3N2OS and charge -1, with properties calculated with wB97M-V/def2-TZVPD.

Bonds (Å) are listed after each position.
Cartesian coordinates (Å):
1 C 1.2780 -0.4846 -0.0651  C2 1.322, C3 1.440, H9 1.082
2 C 0.3408 -1.4168 -0.0693  C1 1.322, H10 1.052
3 C 0.8744 0.8950 0.0175  C1 1.440, N6 1.321, H11 1.053
4 C -1.5388 -0.5715 -0.1143  N5 1.262, S8 1.649
5 N -1.4692 0.6736 0.0797  C4 1.262, N6 1.324
6 N -0.3533 1.3810 0.0005  C3 1.321, N5 1.324, O7 1.271
7 O -0.4969 2.6414 -0.0849  N6 1.271
8 S -2.8201 -1.6075 -0.0553  C4 1.649
9 H 2.2711 -0.8468 0.1677  C1 1.082
10 H 0.4736 -2.4466 0.1013  C2 1.052
11 H 1.4403 1.7827 0.0222  C3 1.053

Summary:
Highest occupied orbital energy ... -3.683 eV
LUMO ... 3.79 eV
Net charge ... -1

---

2.
Below is a 2-piece molecular cluster, C4H3N2OS overall, with properties calculated with wB97M-V/def2-TZVPD.

Bonds (Å) are listed after each position.
Cartesian coordinates (Å):
1 C 0.1501 0.3948 0.1230  C2 1.385, C3 1.426, H9 1.088
2 C 0.9924 0.8093 1.1409  C1 1.385, N5 1.342, H10 1.179
3 C 0.7680 0.9045 -1.0572  C1 1.426, C4 1.374, N6 1.397
4 C 0.3510 1.0500 -2.3579  C3 1.374, O7 1.183
5 N 2.0885 1.3555 0.5921  C2 1.342, N6 1.274
6 N 1.9860 1.4704 -0.6727  C3 1.397, N5 1.274
7 O -0.0085 1.5913 -3.3460  C4 1.183
8 S -1.7880 -1.1641 -2.2234  H11 1.453
9 H -0.7620 -0.1740 0.2935  C1 1.088
10 H 0.9544 0.4678 2.2689  C2 1.179
11 H -2.0708 -1.5813 -3.5859  S8 1.453

Summary:
Highest occupied orbital energy ... -3.575 eV
LUMO ... 3.12 eV
Net charge ... -1

---

It turns out 2 is the most stable, with the second structure 229.9 kJ/mol higher.

---

1.
Below is the molecule C6H4S, with properties calculated with wB97M-V/def2-TZVPD.

Bonds (Å) are listed after each position.
Cartesian coordinates (Å):
1 C -3.0868 -0.8308 0.0394  C2 1.193, H8 1.055
2 C -1.9296 -0.5582 -0.0641  C1 1.193, C3 1.414
3 C -0.5896 -0.2677 -0.4105  C2 1.414, S4 1.868, C5 1.492, H9 1.067
4 S 0.0116 1.4570 -0.0209  C3 1.868, C5 1.859
5 C 0.5841 -0.2298 0.5097  C3 1.492, S4 1.859, C6 1.462, H10 1.062
6 C 1.9412 -0.6554 0.1721  C5 1.462, C7 1.190
7 C 3.0657 -0.8291 -0.1763  C6 1.190, H11 1.033
8 H -4.0705 -1.1347 0.2710  C1 1.055
9 H -0.3585 -0.5416 -1.4158  C3 1.067
10 H 0.2912 -0.4020 1.5154  C5 1.062
11 H 4.0433 -1.0072 -0.4587  C7 1.033

Summary:
SMILES ... C#C[C@H]1S[C@@H]1C#C
Highest occupied orbital energy ... -9.247 eV
LUMO ... 0.59 eV
Net charge ... 0

---

2.
Below is the molecule C6H4S, with properties calculated with wB97M-V/def2-TZVPD.

Bonds (Å) are listed after each position.
Cartesian coordinates (Å):
1 C -0.4593 -1.2656 -0.0185  C3 1.473, C4 1.312, H8 1.186
2 C -1.3768 0.9885 -0.0252  C3 1.401, S7 1.696, H9 1.176
3 C -0.2409 0.1825 -0.1788  C1 1.473, C2 1.401, C5 1.512
4 C 0.1593 -2.4220 -0.0584  C1 1.312
5 C 1.2008 0.6324 -0.1163  C3 1.512, C6 1.273, H10 1.169
6 C 2.2996 0.0225 0.0880  C5 1.273, H11 1.053
7 S -2.9419 0.3542 0.1262  C2 1.696
8 H -1.6130 -1.5316 0.0536  C1 1.186
9 H -1.3242 2.1624 0.0233  C2 1.176
10 H 1.4358 1.6997 0.3003  C5 1.169
11 H 2.8607 -0.8229 -0.1942  C6 1.053

Summary:
Highest occupied orbital energy (spin up / spin down) ... -8.861 / -9.104 eV
LUMO (spin up / spin down) ... -1.09 / -2.70 eV
Net charge ... 0

---

3.
Below is the molecule C6H4S, with properties calculated with wB97M-V/def2-TZVPD.

Bonds (Å) are listed after each position.
Cartesian coordinates (Å):
1 C -3.0672 0.3928 -0.2669  C2 1.477, H8 1.103, H9 1.081, H10 1.080
2 C -1.6123 0.1520 -0.1932  C1 1.477, C3 1.243
3 C -0.4067 -0.0331 0.0441  C2 1.243, C4 1.396
4 C 0.9670 -0.2285 0.1980  C3 1.396, C5 1.200
5 C 2.1464 -0.4495 0.1830  C4 1.200, C6 1.458
6 C 3.5965 -0.4897 0.3288  C5 1.458, S7 1.608, H11 1.080
7 S 4.7019 0.1658 -0.6370  C6 1.608
8 H -3.2499 1.0599 -1.1266  C1 1.103
9 H -3.5745 -0.5293 -0.5126  C1 1.081
10 H -3.3227 0.8523 0.6768  C1 1.080
11 H 3.8217 -0.8926 1.3056  C6 1.080

Summary:
SMILES ... CC#CC#CC=S
Highest occupied orbital energy ... -9.047 eV
LUMO ... -1.07 eV
Net charge ... 0

---

It turns out 3 is the most stable, with the second structure 36.5 kJ/mol higher.

---

1.
Below is a 2-piece molecular cluster, C3ClF2N overall, with properties calculated with wB97M-V/def2-TZVPD.

Bonds (Å) are listed after each position.
Cartesian coordinates (Å):
1 C -1.5745 -0.9310 -0.0357  C2 1.358, N4 1.163
2 C -0.8985 0.2457 0.0194  C1 1.358, Cl7 1.619
3 C 1.7321 0.2349 -0.4669  F5 1.309, F6 1.314
4 N -1.9326 -2.0370 -0.0095  C1 1.163
5 F 2.1471 -0.6568 0.3973  C3 1.309
6 F 2.0310 1.3977 0.0678  C3 1.314
7 Cl -1.5045 1.7466 0.0275  C2 1.619

Summary:
Highest occupied orbital energy (spin up / spin down) ... -9.510 / -9.482 eV
LUMO (spin up / spin down) ... -2.43 / -2.36 eV
Net charge ... 0

---

2.
Below is the molecule C3ClF2N, with properties calculated with wB97M-V/def2-TZVPD.

Bonds (Å) are listed after each position.
Cartesian coordinates (Å):
1 N -1.3019 -0.5940 2.1646  C2 1.137
2 C -0.6417 -0.2395 1.3097  N1 1.137, C3 1.421
3 C 0.0148 0.3994 0.2240  C2 1.421, Cl4 1.693, C5 1.420
4 Cl 0.7175 1.9061 0.5445  C3 1.693
5 C 0.2381 -0.2524 -1.0174  C3 1.420, F6 1.325, F7 1.306
6 F 1.0344 0.2744 -1.9361  C5 1.325
7 F -0.0612 -1.4942 -1.2893  C5 1.306

Summary:
SMILES ... N#CC(Cl)=C(F)F
Highest occupied orbital energy ... -10.033 eV
LUMO ... -0.15 eV
Net charge ... 0

---

It turns out 2 is the most stable, with the second structure 440.3 kJ/mol higher.